1.
{"formula": "C16H14BrF5N2O3Se3Te2Ti", "method": "wB97M-V/def2-TZVPD", "orbital_gap_ha": 0.25889, "homo_energy_ha": -0.313, "fmax_ev_per_a": 0.64, "de_lowest_ev": 0.690, "elements": ["Ti", "O", "C", "C", "C", "C", "C", "C", "C", "O", "N", "N", "C", "C", "Br", "C", "C", "C", "C", "C", "C", "C", "H", "H", "H", "H", "H", "H", "H", "H", "H", "H", "H", "H", "H", "H", "Se", "Se", "Te", "Se", "F", "Te", "F", "F", "F", "F", "O"], "coordinates": [[-0.0938, 2.7920, -1.1248], [-3.9916, 1.9622, 0.3623], [-3.6983, 1.2186, 1.4541], [-4.7586, 0.8332, 2.2691], [-4.5287, 0.0692, 3.3982], [-3.2379, -0.3144, 3.7444], [-2.1857, 0.0749, 2.9349], [-2.3979, 0.8274, 1.7826], [-1.2169, 1.1216, 0.9020], [-1.2759, 2.3595, 0.2337], [-1.1376, 0.1229, -0.1617], [-0.0420, 0.4017, -0.9737], [0.5406, -0.6223, -1.4680], [1.6746, -0.7014, -2.3781], [2.2748, 0.8337, -3.2880], [2.2740, -1.8732, -2.6234], [1.9953, -3.1481, -1.9323], [1.8107, -4.3106, -2.6810], [1.5477, -5.5162, -2.0525], [1.4903, -5.5824, -0.6664], [1.7053, -4.4393, 0.0887], [1.9598, -3.2289, -0.5396], [-3.1672, 2.3109, -0.0084], [-5.7559, 1.1505, 1.9956], [-5.3645, -0.2206, 4.0218], [-3.0558, -0.8984, 4.6358], [-1.1690, -0.1999, 3.1972], [-0.3059, 1.0991, 1.5138], [-1.1251, -0.8254, 0.2048], [0.1572, -1.6013, -1.1829], [3.0325, -1.8985, -3.3975], [1.8576, -4.2610, -3.7620], [1.3904, -6.4080, -2.6447], [1.2933, -6.5268, -0.1766], [1.6882, -4.4898, 1.1695], [2.1653, -2.3444, 0.0513], [-0.8771, 2.9648, -3.4255], [1.0715, 4.1872, -3.9555], [2.3956, 4.6578, -1.7985], [4.5053, 4.1165, -2.5987], [3.4473, 3.6317, 1.2680], [1.6951, 3.7295, 1.8509], [1.9063, 1.8280, 2.1520], [2.1862, 3.9428, 3.6232], [1.9924, 5.6179, 1.6450], [-0.3483, 4.5549, -0.8120], [1.6762, 3.0024, -0.8472]]}



2.
{"formula": "C16H14BrF6InN5O7S4", "method": "wB97M-V/def2-TZVPD", "orbital_gap_ha": 0.28881, "homo_energy_ha": -0.206, "total_charge": -1, "fmax_ev_per_a": 2.09, "de_lowest_ev": 1.645, "elements": ["In", "F", "C", "F", "F", "S", "O", "O", "N", "S", "O", "O", "C", "F", "F", "F", "N", "N", "C", "N", "S", "H", "H", "H", "H", "H", "C", "C", "C", "C", "C", "C", "H", "H", "H", "H", "H", "O", "C", "N", "S", "O", "O", "C", "C", "C", "C", "C", "C", "H", "H", "H", "H", "Br"], "coordinates": [[-0.0470, 0.9944, -0.1768], [-2.9161, 2.4415, 4.2816], [-3.2506, 1.4146, 3.4906], [-4.0220, 1.9012, 2.5239], [-3.9946, 0.5881, 4.2321], [-1.7499, 0.5243, 2.7857], [-1.3662, 1.3882, 1.7015], [-0.8546, 0.4273, 3.8857], [-2.4360, -0.8102, 2.3790], [-2.3110, -1.4995, 0.9834], [-1.6777, -0.7542, -0.0698], [-2.1075, -2.9125, 1.0388], [-4.1216, -1.3971, 0.4647], [-4.2829, -1.6487, -0.8357], [-4.8682, -2.2843, 1.1362], [-4.6291, -0.1890, 0.7151], [2.8569, -0.6580, 0.1635], [2.2415, -1.8748, -0.1691], [1.0572, -2.2065, 0.3915], [0.4647, -3.3318, -0.0627], [0.4693, -1.3725, 1.7259], [3.0887, -0.1301, -0.6769], [3.7057, -0.8344, 0.6974], [2.4552, -2.2626, -1.0855], [0.4203, -3.4337, -1.0745], [-0.4531, -3.4810, 0.3554], [3.7705, 3.1733, 2.2583], [3.6126, 3.3743, 0.9002], [2.5506, 2.7873, 0.2314], [1.6574, 1.9937, 0.9211], [1.7840, 1.8175, 2.2842], [2.8437, 2.4153, 2.9508], [4.6093, 3.6182, 2.7726], [4.3184, 3.9834, 0.3554], [2.4299, 2.9408, -0.8276], [1.0683, 1.2235, 2.8380], [2.9411, 2.2743, 4.0169], [-0.5335, -2.3182, -2.4733], [-0.0500, -1.2328, -2.7553], [0.6225, -0.4318, -1.9162], [1.4506, 0.7017, -2.7007], [2.8589, 0.3849, -2.6222], [1.1312, 2.0312, -2.2597], [0.8027, 0.3667, -4.3314], [0.9743, 0.9524, -5.5639], [0.2416, 0.4418, -6.6291], [-0.6342, -0.6198, -6.4533], [-0.7875, -1.2107, -5.2106], [-0.0545, -0.7029, -4.1536], [1.6441, 1.7880, -5.6878], [0.3496, 0.8831, -7.6080], [-1.2145, -0.9824, -7.2894], [-1.4656, -2.0325, -5.0497], [-1.9232, 2.0425, -1.4812]]}



3.
{"formula": "C16H14Cl3GeIrN2O2Se", "method": "wB97M-V/def2-TZVPD", "spin_multiplicity": 2, "orbital_gap_ha": [0.27726, 0.25253], "homo_energy_ha": [-0.191, -0.182], "total_charge": -1, "fmax_ev_per_a": 0.33, "s2": 0.759, "de_lowest_ev": 0.703, "elements": ["Ir", "Cl", "Ge", "Cl", "Cl", "C", "C", "C", "C", "C", "C", "N", "C", "C", "C", "C", "C", "C", "C", "O", "O", "C", "C", "H", "H", "H", "H", "H", "H", "H", "H", "H", "H", "H", "H", "H", "H", "Se", "N", "C"], "coordinates": [[0.2530, 0.6266, 0.8829], [2.9581, 2.7691, -0.9596], [1.1955, 2.7105, 0.3344], [1.8207, 4.0574, 1.9468], [-0.1429, 4.0943, -0.7849], [-1.4407, 2.1541, -3.9743], [-1.0115, 0.7428, -3.6675], [-0.0046, 0.1517, -4.4197], [0.4198, -1.1357, -4.1303], [-0.1293, -1.8429, -3.0776], [-1.1344, -1.2670, -2.3018], [-1.6708, -1.8999, -1.1683], [-1.3055, -3.2177, -0.8220], [-1.6608, -4.2686, -1.6688], [-1.3567, -5.5769, -1.3428], [-0.6935, -5.8630, -0.1551], [-0.3293, -4.8237, 0.6819], [-0.6214, -3.4978, 0.3722], [-0.0942, -2.4262, 1.3192], [0.8227, -2.7019, 2.0720], [-0.7004, -1.2823, 1.2339], [-1.5984, 0.0197, -2.6250], [-2.7525, 0.5953, -1.8586], [-0.8041, 2.5811, -4.7479], [-1.3600, 2.7906, -3.0913], [-2.4724, 2.1969, -4.3337], [0.4607, 0.7119, -5.2212], [1.2172, -1.5827, -4.7113], [0.2482, -2.8232, -2.8225], [-1.5770, -1.3286, -0.3263], [-2.1873, -4.0364, -2.5868], [-1.6450, -6.3770, -2.0140], [-0.4561, -6.8859, 0.1076], [0.2200, -5.0058, 1.5963], [-3.4573, -0.2043, -1.6207], [-3.2646, 1.3576, -2.4418], [-3.0879, 1.7161, -0.0585], [2.2822, -0.0455, 1.9361], [-2.3649, 1.2234, -0.5682], [-1.2334, 1.0529, 0.0164]]}



4.
{"formula": "C16H14Cl40O2P", "method": "wB97M-V/def2-TZVPD", "orbital_gap_ha": 0.11383, "homo_energy_ha": -0.074, "total_charge": -1, "fmax_ev_per_a": 0.98, "elements": ["C", "O", "C", "C", "C", "C", "P", "C", "O", "H", "H", "H", "H", "H", "H", "H", "H", "H", "H", "H", "H", "H", "H", "C", "Cl", "Cl", "Cl", "Cl", "C", "Cl", "Cl", "Cl", "Cl", "C", "Cl", "Cl", "Cl", "Cl", "C", "Cl", "Cl", "Cl", "Cl", "C", "Cl", "Cl", "Cl", "Cl", "C", "Cl", "Cl", "Cl", "Cl", "C", "Cl", "Cl", "Cl", "Cl", "C", "Cl", "Cl", "Cl", "Cl", "C", "Cl", "Cl", "Cl", "Cl", "C", "Cl", "Cl", "Cl", "Cl"], "coordinates": [[-3.0606, 3.9519, 0.4960], [-3.2495, 2.6366, 0.0378], [-2.0483, 1.8972, -0.1730], [-2.2132, 0.9753, -1.3691], [-0.8635, 0.7352, -2.0919], [-0.7940, 1.7007, -3.2715], [0.5623, 1.5433, -4.3824], [2.0378, 1.0143, -3.3581], [0.9637, 3.1752, -4.7001], [-3.7293, 4.6160, -0.0490], [-3.2853, 4.0253, 1.5629], [-2.0459, 4.3066, 0.3348], [-1.1980, 2.5528, -0.3369], [-1.8605, 1.2887, 0.7181], [-2.8489, 1.5248, -2.0568], [-2.7402, 0.0582, -1.1065], [-0.8215, -0.3348, -2.3511], [-0.0700, 0.9138, -1.3649], [-1.6638, 1.4916, -3.8961], [1.8287, 0.8564, -2.3037], [2.7955, 1.7882, -3.4751], [2.4324, 0.1281, -3.8377], [1.8786, 3.2215, -5.0045], [-6.9299, 3.3025, -1.1947], [-6.1733, 1.7320, -1.3943], [-6.7809, 3.8380, 0.4832], [-6.1407, 4.4733, -2.2509], [-8.6492, 3.1978, -1.6146], [5.0006, -1.4388, -2.4940], [3.4506, -2.2063, -2.8161], [6.2664, -2.6691, -2.3750], [5.4333, -0.2920, -3.7745], [4.8796, -0.5672, -0.9643], [4.7171, -3.6938, -7.2421], [6.3633, -3.9915, -7.8193], [4.1780, -5.0802, -6.2932], [4.7013, -2.2539, -6.2350], [3.6274, -3.4642, -8.6208], [7.3913, -4.2829, -11.8579], [8.6579, -3.2105, -11.2536], [7.7643, -5.9460, -11.3934], [5.8469, -3.8135, -11.1610], [7.3175, -4.1690, -13.6204], [-0.8166, -4.0495, -4.4156], [-1.4496, -5.3840, -3.4400], [-0.3810, -4.6532, -6.0170], [-2.0355, -2.7915, -4.5669], [0.6089, -3.3758, -3.6259], [1.4121, -1.5200, 1.3169], [2.7813, -2.2887, 2.1404], [1.7512, 0.1947, 1.0908], [1.1598, -2.2894, -0.2454], [-0.0329, -1.7257, 2.3092], [-3.7289, -2.2248, 4.0725], [-5.0228, -1.4139, 3.2061], [-3.0818, -3.5307, 3.0771], [-2.4426, -1.0667, 4.4280], [-4.3597, -2.8967, 5.5866], [-3.1100, -0.0131, 8.4385], [-2.2903, -1.5248, 8.0413], [-2.3061, 1.3176, 7.6060], [-4.7988, -0.0839, 7.9352], [-3.0301, 0.2552, 10.1845], [-0.8714, 0.8891, 13.8237], [-0.5333, 1.6974, 12.2946], [-1.1123, -0.8347, 13.5335], [0.4864, 1.1181, 14.9285], [-2.3336, 1.5739, 14.5376], [0.9931, 4.2552, 7.8824], [2.5529, 3.8838, 7.1493], [0.5879, 3.0094, 9.0651], [1.0771, 5.8251, 8.6867], [-0.2505, 4.2990, 6.6320]]}



5.
{"formula": "C16H14ClN6O4", "method": "wB97M-V/def2-TZVPD", "orbital_gap_ha": 0.22199, "homo_energy_ha": -0.140, "total_charge": -1, "fmax_ev_per_a": 3.82, "elements": ["C", "C", "O", "C", "C", "N", "C", "C", "C", "C", "C", "Cl", "C", "C", "O", "H", "H", "H", "H", "H", "H", "H", "H", "H", "H", "H", "O", "N", "C", "C", "N", "N", "N", "N", "C", "C", "C", "O", "H", "H", "H"], "coordinates": [[2.3789, 2.4435, 4.1189], [1.4057, 1.4071, 3.6333], [1.1291, 1.6930, 2.2300], [0.1984, 0.8454, 1.7125], [0.1545, 0.9384, 0.2259], [-0.8611, 0.3197, -0.3406], [-1.5068, 0.5977, -1.4313], [-2.8335, 0.0808, -1.7292], [-3.3896, 0.1438, -3.0328], [-4.5754, -0.5286, -3.3321], [-5.2525, -1.2210, -2.3112], [-6.6732, -2.1019, -2.6845], [-4.7923, -1.1649, -0.9844], [-3.5866, -0.5171, -0.6989], [-0.5166, 0.1111, 2.3608], [2.6642, 2.1855, 5.1446], [3.2761, 2.4427, 3.4828], [1.9234, 3.4426, 4.1231], [1.8536, 0.4046, 3.6928], [0.4486, 1.4047, 4.1649], [0.6130, 1.8324, -0.2457], [-1.0431, 1.2315, -2.2076], [-2.8562, 0.6968, -3.8068], [-4.9860, -0.5299, -4.3400], [-5.3659, -1.6420, -0.1952], [-3.1984, -0.4792, 0.3182], [1.8497, 2.0238, -1.8553], [2.2716, 0.9158, -2.2834], [2.3985, -0.1559, -1.3512], [2.1168, 0.1420, 0.0076], [2.2146, -0.9675, 0.8421], [2.0751, -1.0019, 2.2019], [2.0150, -2.2563, 2.5519], [2.1891, -3.0827, 1.4904], [2.3411, -2.2762, 0.4167], [2.6087, -2.5398, -0.9434], [2.6515, -1.4696, -1.8150], [2.5534, 0.7416, -3.4886], [2.4880, 1.0876, 0.4177], [2.7498, -3.5908, -1.1861], [2.8686, -1.6070, -2.8729]]}



Copy entry 2 word for word.
{"formula": "C16H14BrF6InN5O7S4", "method": "wB97M-V/def2-TZVPD", "orbital_gap_ha": 0.28881, "homo_energy_ha": -0.206, "total_charge": -1, "fmax_ev_per_a": 2.09, "de_lowest_ev": 1.645, "elements": ["In", "F", "C", "F", "F", "S", "O", "O", "N", "S", "O", "O", "C", "F", "F", "F", "N", "N", "C", "N", "S", "H", "H", "H", "H", "H", "C", "C", "C", "C", "C", "C", "H", "H", "H", "H", "H", "O", "C", "N", "S", "O", "O", "C", "C", "C", "C", "C", "C", "H", "H", "H", "H", "Br"], "coordinates": [[-0.0470, 0.9944, -0.1768], [-2.9161, 2.4415, 4.2816], [-3.2506, 1.4146, 3.4906], [-4.0220, 1.9012, 2.5239], [-3.9946, 0.5881, 4.2321], [-1.7499, 0.5243, 2.7857], [-1.3662, 1.3882, 1.7015], [-0.8546, 0.4273, 3.8857], [-2.4360, -0.8102, 2.3790], [-2.3110, -1.4995, 0.9834], [-1.6777, -0.7542, -0.0698], [-2.1075, -2.9125, 1.0388], [-4.1216, -1.3971, 0.4647], [-4.2829, -1.6487, -0.8357], [-4.8682, -2.2843, 1.1362], [-4.6291, -0.1890, 0.7151], [2.8569, -0.6580, 0.1635], [2.2415, -1.8748, -0.1691], [1.0572, -2.2065, 0.3915], [0.4647, -3.3318, -0.0627], [0.4693, -1.3725, 1.7259], [3.0887, -0.1301, -0.6769], [3.7057, -0.8344, 0.6974], [2.4552, -2.2626, -1.0855], [0.4203, -3.4337, -1.0745], [-0.4531, -3.4810, 0.3554], [3.7705, 3.1733, 2.2583], [3.6126, 3.3743, 0.9002], [2.5506, 2.7873, 0.2314], [1.6574, 1.9937, 0.9211], [1.7840, 1.8175, 2.2842], [2.8437, 2.4153, 2.9508], [4.6093, 3.6182, 2.7726], [4.3184, 3.9834, 0.3554], [2.4299, 2.9408, -0.8276], [1.0683, 1.2235, 2.8380], [2.9411, 2.2743, 4.0169], [-0.5335, -2.3182, -2.4733], [-0.0500, -1.2328, -2.7553], [0.6225, -0.4318, -1.9162], [1.4506, 0.7017, -2.7007], [2.8589, 0.3849, -2.6222], [1.1312, 2.0312, -2.2597], [0.8027, 0.3667, -4.3314], [0.9743, 0.9524, -5.5639], [0.2416, 0.4418, -6.6291], [-0.6342, -0.6198, -6.4533], [-0.7875, -1.2107, -5.2106], [-0.0545, -0.7029, -4.1536], [1.6441, 1.7880, -5.6878], [0.3496, 0.8831, -7.6080], [-1.2145, -0.9824, -7.2894], [-1.4656, -2.0325, -5.0497], [-1.9232, 2.0425, -1.4812]]}



What did the fifth record say?
{"formula": "C16H14ClN6O4", "method": "wB97M-V/def2-TZVPD", "orbital_gap_ha": 0.22199, "homo_energy_ha": -0.140, "total_charge": -1, "fmax_ev_per_a": 3.82, "elements": ["C", "C", "O", "C", "C", "N", "C", "C", "C", "C", "C", "Cl", "C", "C", "O", "H", "H", "H", "H", "H", "H", "H", "H", "H", "H", "H", "O", "N", "C", "C", "N", "N", "N", "N", "C", "C", "C", "O", "H", "H", "H"], "coordinates": [[2.3789, 2.4435, 4.1189], [1.4057, 1.4071, 3.6333], [1.1291, 1.6930, 2.2300], [0.1984, 0.8454, 1.7125], [0.1545, 0.9384, 0.2259], [-0.8611, 0.3197, -0.3406], [-1.5068, 0.5977, -1.4313], [-2.8335, 0.0808, -1.7292], [-3.3896, 0.1438, -3.0328], [-4.5754, -0.5286, -3.3321], [-5.2525, -1.2210, -2.3112], [-6.6732, -2.1019, -2.6845], [-4.7923, -1.1649, -0.9844], [-3.5866, -0.5171, -0.6989], [-0.5166, 0.1111, 2.3608], [2.6642, 2.1855, 5.1446], [3.2761, 2.4427, 3.4828], [1.9234, 3.4426, 4.1231], [1.8536, 0.4046, 3.6928], [0.4486, 1.4047, 4.1649], [0.6130, 1.8324, -0.2457], [-1.0431, 1.2315, -2.2076], [-2.8562, 0.6968, -3.8068], [-4.9860, -0.5299, -4.3400], [-5.3659, -1.6420, -0.1952], [-3.1984, -0.4792, 0.3182], [1.8497, 2.0238, -1.8553], [2.2716, 0.9158, -2.2834], [2.3985, -0.1559, -1.3512], [2.1168, 0.1420, 0.0076], [2.2146, -0.9675, 0.8421], [2.0751, -1.0019, 2.2019], [2.0150, -2.2563, 2.5519], [2.1891, -3.0827, 1.4904], [2.3411, -2.2762, 0.4167], [2.6087, -2.5398, -0.9434], [2.6515, -1.4696, -1.8150], [2.5534, 0.7416, -3.4886], [2.4880, 1.0876, 0.4177], [2.7498, -3.5908, -1.1861], [2.8686, -1.6070, -2.8729]]}



Please write out number 1 again, unchanged.
{"formula": "C16H14BrF5N2O3Se3Te2Ti", "method": "wB97M-V/def2-TZVPD", "orbital_gap_ha": 0.25889, "homo_energy_ha": -0.313, "fmax_ev_per_a": 0.64, "de_lowest_ev": 0.690, "elements": ["Ti", "O", "C", "C", "C", "C", "C", "C", "C", "O", "N", "N", "C", "C", "Br", "C", "C", "C", "C", "C", "C", "C", "H", "H", "H", "H", "H", "H", "H", "H", "H", "H", "H", "H", "H", "H", "Se", "Se", "Te", "Se", "F", "Te", "F", "F", "F", "F", "O"], "coordinates": [[-0.0938, 2.7920, -1.1248], [-3.9916, 1.9622, 0.3623], [-3.6983, 1.2186, 1.4541], [-4.7586, 0.8332, 2.2691], [-4.5287, 0.0692, 3.3982], [-3.2379, -0.3144, 3.7444], [-2.1857, 0.0749, 2.9349], [-2.3979, 0.8274, 1.7826], [-1.2169, 1.1216, 0.9020], [-1.2759, 2.3595, 0.2337], [-1.1376, 0.1229, -0.1617], [-0.0420, 0.4017, -0.9737], [0.5406, -0.6223, -1.4680], [1.6746, -0.7014, -2.3781], [2.2748, 0.8337, -3.2880], [2.2740, -1.8732, -2.6234], [1.9953, -3.1481, -1.9323], [1.8107, -4.3106, -2.6810], [1.5477, -5.5162, -2.0525], [1.4903, -5.5824, -0.6664], [1.7053, -4.4393, 0.0887], [1.9598, -3.2289, -0.5396], [-3.1672, 2.3109, -0.0084], [-5.7559, 1.1505, 1.9956], [-5.3645, -0.2206, 4.0218], [-3.0558, -0.8984, 4.6358], [-1.1690, -0.1999, 3.1972], [-0.3059, 1.0991, 1.5138], [-1.1251, -0.8254, 0.2048], [0.1572, -1.6013, -1.1829], [3.0325, -1.8985, -3.3975], [1.8576, -4.2610, -3.7620], [1.3904, -6.4080, -2.6447], [1.2933, -6.5268, -0.1766], [1.6882, -4.4898, 1.1695], [2.1653, -2.3444, 0.0513], [-0.8771, 2.9648, -3.4255], [1.0715, 4.1872, -3.9555], [2.3956, 4.6578, -1.7985], [4.5053, 4.1165, -2.5987], [3.4473, 3.6317, 1.2680], [1.6951, 3.7295, 1.8509], [1.9063, 1.8280, 2.1520], [2.1862, 3.9428, 3.6232], [1.9924, 5.6179, 1.6450], [-0.3483, 4.5549, -0.8120], [1.6762, 3.0024, -0.8472]]}